# 1
ORCA calculation (ωB97M-V/def2-TZVPD) on 2 unconnected molecules or ions with the total composition C3H3N3O.

```
10
Properties=species:S:1:pos:R:3:forces:R:3
N -1.75369 -2.02575 0.18770 0.4 1.1 -0.1
C -1.00533 -1.05472 0.12855 -0.6 0.6 -0.4
N 0.34404 2.21910 -0.93718 2.9 0.9 -0.1
N 1.31857 1.82711 -0.58224 -0.9 2.9 -2.2
O 1.67791 -0.75822 0.19893 1.9 0.2 0.5
C 1.05130 0.21629 0.55971 -1.0 -3.8 1.3
C -0.36058 0.10840 0.12255 -1.7 2.0 -0.7
H -1.94746 -2.51184 -0.68931 0.5 -0.2 0.2
H 1.33946 0.83568 1.44612 0.0 0.0 -0.7
H -0.66422 1.14396 -0.43483 -1.4 -3.7 2.0
```
Forces are in eV/Å.

Output
Orbital gap (eV): 8.3781
HOMO level (eV): -9.08
Energy relative to the best compared isomer or geometry (same formula, charge and spin) (kJ/mol): 359.0

=====

# 2
ORCA calculation (ωB97M-V/def2-TZVPD) on a molecular structure, C35H56BBr2Cl60NO2SSb.

```
159
Properties=species:S:1:pos:R:3:forces:R:3
C -4.58312 4.52045 0.09789 0.8 0.2 -0.3
C -3.50711 4.12691 1.32264 -2.9 0.9 0.2
C -2.82074 2.71552 1.09040 -2.5 -0.1 -1.1
Br -3.55642 1.49458 2.56246 0.0 0.4 -0.7
Sb -0.65379 2.43441 1.09741 1.9 -0.1 -0.4
C -0.27197 3.55814 -0.77067 1.1 1.1 -2.0
C -1.08754 4.91481 -1.04123 0.6 0.5 -2.2
C -2.18282 4.59699 -2.26439 0.2 0.6 1.3
S -1.27787 4.61859 -3.93771 0.2 0.4 0.4
C -0.73240 0.58106 -0.18884 -0.2 -2.0 -1.1
C -1.75606 -0.56104 0.34243 -0.4 -0.5 -1.6
C -1.43493 -1.23417 1.79110 -0.9 0.8 0.4
Br -0.48811 -2.99381 1.40392 -0.2 0.6 0.4
C 1.53659 2.07813 1.19821 2.4 -1.3 -0.5
C 2.01173 0.87359 2.19529 1.9 0.9 0.0
C 2.29510 1.43511 3.74557 0.1 -1.2 -0.2
C 1.06680 1.06845 4.77485 1.4 0.4 -0.7
C 1.70346 0.87406 6.27399 -0.6 -0.9 -0.6
N 0.50512 0.88153 7.24280 1.9 -1.1 0.3
B -0.24684 4.23068 2.41562 -0.6 2.5 1.3
O 0.89990 5.14174 2.24026 0.0 -2.0 2.0
O -1.18187 4.46316 3.53383 3.3 -0.1 0.1
C -0.49681 4.90899 4.75793 -0.2 1.1 1.7
H -4.45261 3.79625 -0.82916 -0.2 1.6 2.1
H -5.69973 4.46724 0.44049 2.2 0.1 -0.6
H -4.33483 5.62729 -0.27416 -0.8 -2.4 0.7
H -4.22385 4.06352 2.27890 1.9 0.1 -2.0
H -2.88699 5.08852 1.48855 -0.4 -2.1 -0.2
H -3.24719 2.21819 0.09249 0.7 1.1 2.1
H -0.80909 1.52845 2.57101 -0.1 -0.4 0.2
H -0.39496 2.85919 -1.72965 0.2 1.5 2.0
H 0.88998 3.83764 -0.76778 -2.4 -0.7 0.2
H -0.32950 5.68585 -1.55286 -1.7 -1.4 1.3
H -1.54152 5.48593 -0.13950 0.6 -1.4 -1.4
H -2.64403 3.50104 -2.16272 1.5 2.8 -0.1
H -3.04867 5.39342 -2.31530 1.6 -1.7 0.1
H -0.28965 5.63905 -3.88520 -1.4 -1.1 0.6
H 0.34879 0.08712 -0.30343 -2.3 1.1 0.4
H -1.05633 0.83260 -1.31036 0.5 -0.5 2.6
H -1.71343 -1.45332 -0.45128 -0.2 1.7 1.7
H -2.86508 -0.13458 0.22796 2.3 -1.0 0.8
H -0.72401 -0.63791 2.49695 -1.3 -1.0 -1.6
H -2.38159 -1.53237 2.42855 1.9 0.6 -1.5
H 2.18401 3.01836 1.44885 -1.2 -1.6 -0.4
H 1.85841 1.74602 0.09734 -0.6 0.8 2.2
H 1.35816 -0.09504 2.17105 0.9 1.9 0.2
H 3.09309 0.53649 1.81584 -2.3 0.5 0.8
H 3.26766 0.87835 4.14348 -2.0 1.1 -0.8
H 2.57450 2.58209 3.73483 -0.8 -2.2 0.0
H 0.59645 0.05140 4.37196 0.8 2.2 1.1
H 0.28224 1.94345 4.68999 1.3 -2.0 0.5
H 2.52876 1.65736 6.55812 -1.9 -1.2 -0.6
H 2.23654 -0.19306 6.33022 -0.9 2.2 -0.4
H 0.90942 0.65531 8.19418 -0.7 0.3 -1.3
H -0.02287 0.01954 6.97631 0.4 1.0 0.4
H 1.61771 4.98470 2.94211 -1.6 0.5 -1.4
H -1.30135 5.18339 5.59601 1.5 -0.8 -2.0
H 0.19059 4.06872 5.25414 -1.4 1.7 -1.3
H 0.12045 5.91953 4.60575 -1.2 -2.3 0.1
C 0.37619 -6.24496 -0.24475 0.0 0.0 0.1
Cl 0.92314 -7.09262 1.21187 -0.2 0.5 0.2
Cl 1.75983 -5.61102 -1.15200 -0.2 0.0 0.1
Cl -0.59502 -7.32146 -1.26334 0.3 -0.1 0.5
H -0.24987 -5.40295 0.06140 0.2 -0.3 -0.1
C -2.75114 -4.80339 -3.22471 0.1 0.1 0.2
Cl -2.27451 -4.48300 -1.54852 -0.2 0.3 -0.3
Cl -1.92198 -6.24203 -3.84300 -0.3 0.3 -0.5
Cl -4.50816 -4.99802 -3.34558 0.2 0.1 -0.1
H -2.45666 -3.94668 -3.83625 -0.1 -0.3 0.2
C -0.28128 0.65525 -4.68688 0.1 0.1 0.3
Cl 0.26567 -0.19241 -3.23026 0.0 0.1 -0.5
Cl 1.10237 1.28919 -5.59413 -0.5 -0.2 0.3
Cl -1.25249 -0.42125 -5.70547 0.0 0.1 0.0
H -0.90734 1.49726 -4.38073 0.2 -0.2 -0.1
C 3.38168 -2.23596 -0.47116 -0.2 0.1 0.0
Cl 4.23241 -2.91396 -1.86974 -0.2 0.1 0.4
Cl 4.42876 -2.24505 0.95818 -0.1 0.0 -0.1
Cl 2.82096 -0.59193 -0.82101 0.2 -0.4 0.0
H 2.50914 -2.86040 -0.26287 0.3 0.2 0.0
C 0.79685 -3.58610 -8.01836 0.1 0.0 0.0
Cl 2.26685 -2.78417 -7.43921 -0.2 -0.1 -0.1
Cl -0.43008 -3.63389 -6.74094 0.3 -0.1 -0.1
Cl 0.16587 -2.76554 -9.45648 0.1 -0.2 0.1
H 1.04993 -4.61374 -8.29143 -0.1 0.4 0.1
C 5.66715 1.29049 8.07856 0.1 0.0 0.0
Cl 4.59350 0.01806 8.68488 0.1 0.1 -0.1
Cl 5.34290 1.61467 6.36706 0.2 0.0 0.2
Cl 5.48307 2.76909 9.03745 -0.1 -0.5 0.1
H 6.69952 0.94444 8.17397 -0.4 0.1 0.0
C -5.76359 3.72715 -3.63802 0.1 0.1 0.3
Cl -6.67587 3.90203 -2.12918 -0.2 0.0 -0.6
Cl -4.35038 2.68675 -3.39340 -0.8 -0.3 -0.5
Cl -6.79997 3.07734 -4.91994 0.0 0.1 0.0
H -5.41413 4.71600 -3.94577 -0.1 -0.4 0.1
C 3.16308 -10.37997 -0.11483 -0.3 0.2 0.1
Cl 4.32591 -10.50434 -1.44591 0.0 0.0 0.1
Cl 1.72031 -9.49002 -0.63041 0.5 -0.6 -0.1
Cl 2.72174 -11.99028 0.47827 0.1 0.2 0.0
H 3.63372 -9.82871 0.70325 -0.1 -0.2 -0.3
C 7.55960 6.29937 8.00032 0.0 -0.1 -0.4
Cl 6.79195 4.94476 7.15464 0.3 0.5 -0.1
Cl 7.08691 7.84027 7.26437 0.6 -0.3 -0.4
Cl 7.13892 6.27709 9.72142 0.4 -0.4 -0.1
H 8.64354 6.19240 7.90932 -0.6 0.0 0.1
C -3.93576 -5.93213 -7.02767 0.0 0.1 0.0
Cl -3.16813 -7.22131 -7.97011 0.0 0.1 0.1
Cl -3.56205 -4.34606 -7.72349 -0.2 -0.2 0.1
Cl -5.68857 -6.17902 -6.94791 0.2 0.0 0.0
H -3.53676 -5.96470 -6.01063 -0.1 0.0 -0.3
C 11.26849 6.08324 10.39918 0.0 -0.1 0.2
Cl 10.19484 4.81080 11.00550 0.2 0.1 -0.1
Cl 10.94424 6.40742 8.68769 0.3 0.0 0.1
Cl 11.08441 7.56184 11.35808 0.1 -0.2 -0.1
H 12.30086 5.73719 10.49460 -0.4 0.1 -0.1
C -8.91023 0.59146 -3.00904 0.2 0.2 0.2
Cl -8.43361 0.91185 -1.33285 0.1 0.1 -0.5
Cl -8.08107 -0.84717 -3.62732 -0.2 0.4 -0.4
Cl -10.66725 0.39684 -3.12991 0.1 0.0 0.0
H -8.61575 1.44817 -3.62058 -0.1 -0.3 0.2
C -1.68694 0.66779 -10.89244 -0.1 0.1 0.2
Cl -0.34932 1.61038 -11.57195 -0.2 -0.1 0.0
Cl -1.83240 -0.89191 -11.72047 0.0 0.1 0.0
Cl -1.45845 0.42893 -9.15165 -0.1 0.1 -0.3
H -2.61405 1.22631 -11.04466 0.3 -0.2 0.0
C -9.83295 -1.56188 1.91330 -0.1 0.2 0.0
Cl -8.36294 -0.75994 2.49245 -0.6 0.6 0.2
Cl -11.05987 -1.60966 3.19072 0.0 -0.1 0.0
Cl -10.46393 -0.74131 0.47519 -0.1 -0.4 0.4
H -9.57987 -2.58951 1.64023 -0.3 0.5 0.1
C 7.52439 -9.47973 -3.66010 -0.1 0.1 0.0
Cl 8.73538 -10.75057 -3.90067 -0.2 0.1 0.1
Cl 8.25170 -8.06831 -2.87374 -0.1 -0.2 -0.1
Cl 6.78889 -9.02063 -5.20539 0.0 -0.1 0.2
H 6.73945 -9.87099 -3.00785 0.3 0.2 -0.2
C 4.74918 2.79682 -6.52531 0.1 -0.1 0.0
Cl 5.10633 1.98478 -4.99153 0.0 0.1 -0.2
Cl 3.37507 2.02334 -7.33339 0.5 0.2 -0.2
Cl 4.42475 4.51802 -6.25723 0.1 -0.2 -0.1
H 5.62450 2.70829 -7.17386 -0.3 0.0 0.2
C -6.20471 -3.18173 0.02120 0.4 -0.2 -0.2
Cl -4.73471 -2.37980 0.60034 -0.3 -0.1 -0.1
Cl -7.43164 -3.22952 1.29862 0.8 -1.1 -0.5
Cl -6.83570 -2.36117 -1.41692 0.2 -0.3 0.6
H -5.95164 -4.20937 -0.25187 -0.1 0.3 0.1
C 4.93340 -5.12974 -5.12642 0.1 0.1 0.0
Cl 5.29056 -5.94178 -3.59265 0.0 0.1 -0.2
Cl 3.55929 -5.90322 -5.93451 0.2 0.0 0.1
Cl 4.60897 -3.40855 -4.85835 0.2 -0.3 -0.4
H 5.80872 -5.21828 -5.77498 -0.3 0.0 0.2
C -6.76354 -8.35368 -2.51080 0.0 -0.1 0.0
Cl -6.31010 -8.15426 -4.21199 -0.1 -0.1 0.2
Cl -5.35475 -8.12554 -1.46071 -0.2 -0.1 -0.1
Cl -8.05466 -7.22141 -2.07420 0.1 -0.1 0.0
H -7.13624 -9.37159 -2.37077 0.1 0.4 0.0
C 4.34609 9.96101 9.77240 0.0 -0.2 0.1
Cl 5.17882 8.41765 9.51934 -0.8 0.9 0.6
Cl 4.39719 10.94421 8.29926 0.0 0.0 0.1
Cl 2.67061 9.68801 10.28022 0.1 0.1 0.0
H 4.86268 10.50475 10.56746 -0.2 -0.2 -0.3
```
Forces are in eV/Å.

Output
Net charge: -1
Orbital gap (eV): 5.3396
HOMO level (eV): -4.06

=====

# 3
ORCA calculation (ωB97M-V/def2-TZVPD) on 13 unconnected molecules or ions with the total composition C15H43NO17.

```
76
Properties=species:S:1:pos:R:3:forces:R:3
C 6.83036 -0.28578 -0.09002 -1.7 -0.4 0.6
C 5.74890 0.98527 -0.03899 2.6 5.5 -0.4
O 6.23170 2.25815 -0.09559 -3.6 -8.4 0.4
O 4.31297 0.69133 0.10986 3.0 0.8 -1.9
C 3.65458 0.57595 -1.23303 -1.0 -0.9 0.0
C 2.07449 0.13492 -0.90589 -1.2 0.1 0.4
C 1.14413 1.03975 -0.11701 3.7 -0.4 -2.6
N 1.73809 2.35179 0.33356 -6.0 -1.9 0.1
C 0.78934 3.31028 0.58302 0.9 -0.6 0.9
C 0.53012 3.64874 2.20117 0.6 -0.6 -0.7
C -0.09154 4.06867 -0.57871 -0.9 -1.6 0.5
C -0.35931 0.46939 0.18002 -3.5 -0.3 2.5
O -1.18696 0.84509 1.15991 5.0 -1.4 -5.5
C -0.92964 -0.76044 -0.80050 3.2 -1.1 -1.4
C -0.00432 -1.62605 -1.58853 -2.1 2.1 1.6
C -0.71482 -2.84361 -2.48158 -0.4 1.0 1.7
C -1.11607 -4.01311 -1.36281 0.9 -0.1 0.5
C 0.29847 -4.72018 -0.87183 -0.5 -0.1 0.1
O -0.01621 -5.57516 0.31184 2.0 0.1 -1.3
C 1.60908 -1.34484 -1.50427 2.3 -1.6 -0.5
O 2.49656 -2.25224 -1.94224 -4.9 5.2 2.1
H 7.67668 -0.11471 -0.88799 -1.9 -0.2 1.8
H 7.26106 -0.42910 1.00873 -0.8 0.6 -2.4
H 6.18924 -1.27261 -0.30066 1.6 2.2 0.3
H 4.22964 -0.26149 -1.84254 -1.5 1.5 1.3
H 3.73398 1.55885 -1.86319 -0.3 -1.5 1.6
H -0.53488 3.16962 2.43579 2.2 1.3 -0.7
H 0.57035 4.79323 2.43822 -0.2 -2.5 -0.4
H 1.30490 3.00918 2.83789 -1.5 1.5 -1.6
H 0.51787 4.80031 -1.26063 -1.0 -1.4 1.7
H -1.02711 4.55063 -0.05556 2.2 -0.6 -1.2
H -0.51751 3.21519 -1.29181 1.1 1.6 1.4
H -2.10099 -0.95382 -0.80557 2.8 0.4 0.2
H -0.02461 -3.24745 -3.33971 -1.3 0.9 1.8
H -1.72169 -2.35793 -2.90049 2.6 -1.2 0.9
H -1.89670 -4.79702 -1.79556 2.1 1.7 0.9
H -1.59435 -3.53353 -0.38064 1.0 -0.8 -2.3
H 1.10389 -3.94265 -0.48940 -1.7 -1.3 -1.2
H 0.73474 -5.36840 -1.76819 -0.8 1.4 1.9
H 0.84887 -6.03260 0.56232 -1.8 0.8 -0.4
O -1.39954 5.71182 1.74174 -0.4 0.6 0.3
H -1.73008 5.38084 2.59034 0.1 0.1 -0.2
H -1.07336 6.60063 1.94814 -0.1 -0.3 0.0
O 3.40046 -0.56028 -4.48152 0.1 0.4 0.1
H 3.06992 -0.89125 -3.63292 0.0 -0.3 -0.1
H 3.72664 0.32854 -4.27511 -0.1 -0.2 -0.2
O 6.31145 -1.11422 -5.41173 -0.1 -0.5 -0.1
H 6.63824 -2.02629 -5.42767 -0.1 0.4 0.0
H 5.34733 -1.21074 -5.42406 0.1 0.1 0.2
O -4.09954 -1.12208 0.23942 0.0 0.2 0.1
H -4.43008 -1.45305 1.08802 0.1 0.2 -0.1
H -3.77336 -0.23326 0.44583 -0.1 -0.3 0.1
O -5.73396 -0.29418 2.54135 -0.3 -0.2 -0.1
H -6.26104 -0.38606 3.34923 0.1 0.3 -0.2
H -6.39525 -0.18465 1.84158 0.3 0.0 0.2
O -3.02544 -3.86528 -3.62240 -0.7 -0.3 -0.7
H -3.67816 -4.58099 -3.59682 0.2 0.2 0.0
H -3.18215 -3.43594 -4.47685 0.0 -0.1 0.2
O 0.40166 6.42946 4.22959 0.2 0.2 0.4
H 0.87586 7.26683 4.34307 -0.1 -0.3 -0.1
H 0.53672 5.96806 5.07093 -0.1 0.1 -0.3
O -7.09834 1.06880 4.79516 0.0 0.1 0.6
H -6.62414 1.90617 4.90864 0.0 -0.2 -0.2
H -6.96328 0.60740 5.63650 0.0 0.1 -0.2
O -3.33325 2.46892 3.05972 -0.1 -0.3 -0.1
H -2.81213 1.96197 2.41913 0.0 0.1 0.1
H -4.04963 1.86567 3.30845 0.2 0.1 -0.2
O 2.93568 -0.06173 -7.64400 0.4 -0.4 0.0
H 3.06824 -0.53113 -6.80673 -0.1 0.2 0.0
H 3.60108 -0.44491 -8.23510 -0.2 0.2 0.2
O -9.03325 2.86986 6.81868 0.0 -0.4 -0.1
H -8.51213 2.36291 6.17808 -0.3 0.1 0.1
H -9.74963 2.26660 7.06741 0.2 0.3 -0.1
O 1.87702 -7.41989 2.24118 -0.1 0.0 0.4
H 1.79756 -6.75343 2.94006 0.0 -0.2 -0.3
H 1.57653 -8.23874 2.66329 0.1 0.3 -0.2
```
Forces are in eV/Å.

Output
Orbital gap (eV): 6.2989
HOMO level (eV): -7.91